DFT (ωB97M-V with the def2-TZVPD basis set) results for an isolated molecule of C21H29N3O5S at a distorted geometry.

Values from the calculation:
SMILES string: CCOc1ccc(N(CC(=O)NC2CCCCC2)S(=O)(=O)c2c(C)noc2C)cc1

The geometry in ORCA input format:
```
! RIJCOSX wB97M-V def2-TZVPD def2/J DEFGRID3
* xyz 0 1
C 5.374 -1.441 -0.683
C 4.452 -1.133 -1.859
O 3.105 -1.483 -1.600
C 2.355 -0.722 -0.764
C 1.103 -1.249 -0.438
C 0.243 -0.565 0.394
C 0.610 0.674 0.912
C 1.854 1.199 0.595
C 2.723 0.513 -0.235
H 3.683 0.952 -0.455
H 2.144 2.144 1.025
N -0.210 1.374 1.829
S 0.053 0.938 3.416
O -0.861 1.692 4.222
O 1.458 1.072 3.659
C -0.363 -0.772 3.521
C -1.607 -1.297 3.770
O -1.507 -2.628 3.795
N -0.217 -2.997 3.570
C 0.486 -1.910 3.403
C 1.942 -1.927 3.133
H 2.116 -2.008 2.061
H 2.384 -0.999 3.486
H 2.397 -2.783 3.623
C -2.917 -0.652 3.973
H -3.357 -0.424 3.000
H -2.776 0.281 4.513
H -3.581 -1.319 4.515
C -1.484 1.932 1.440
H -1.313 2.896 0.942
C -2.312 1.025 0.524
O -3.118 0.217 0.947
N -2.068 1.220 -0.781
H -1.338 1.860 -1.051
C -2.746 0.515 -1.850
C -3.272 1.512 -2.887
C -2.137 2.173 -3.667
C -1.244 1.124 -4.322
C -0.688 0.160 -3.277
C -1.828 -0.513 -2.519
H -1.427 -1.188 -1.762
H -2.426 -1.103 -3.216
H -0.075 -0.601 -3.762
H -0.042 0.697 -2.578
H -0.425 1.613 -4.853
H -1.828 0.561 -5.054
H -2.560 2.828 -4.432
H -1.537 2.799 -3.002
H -3.918 0.973 -3.583
H -3.877 2.271 -2.388
H -3.584 -0.004 -1.372
H -2.027 2.107 2.371
H -0.711 -0.998 0.654
H 0.836 -2.213 -0.842
H 4.529 -0.079 -2.153
H 4.727 -1.750 -2.719
H 5.095 -0.861 0.194
H 5.308 -2.496 -0.431
H 6.400 -1.205 -0.951
*
```

Per-atom Mulliken charges, elementary charge units: C -1.078; C -0.426; O -0.467; C 0.700; C -1.162; C 0.606; C -1.381; C -0.298; C -0.504; H 0.481; H 0.525; N 0.203; S 1.281; O -0.714; O -0.714; C 0.661; C 0.452; O -0.162; N -0.738; C 0.454; C -1.169; H 0.084; H 0.313; H 0.495; C -1.200; H 0.168; H 0.352; H 0.428; C -0.994; H 0.230; C 0.610; O -0.702; N 0.183; H 0.261; C -0.316; C -1.031; C -0.559; C -0.942; C -0.130; C -1.054; H 0.247; H 0.539; H 0.425; H 0.021; H 0.375; H 0.363; H 0.350; H 0.306; H 0.429; H 0.358; H 0.446; H 0.598; H 0.768; H 0.315; H 0.328; H 0.359; H 0.340; H 0.304; H 0.384


DFT (ωB97M-V with the def2-TZVPD basis set) results for an isolated molecule of C4H10N4O at a distorted geometry.

The geometry in ORCA input format:
```
! RIJCOSX wB97M-V def2-TZVPD def2/J DEFGRID3
* xyz 0 1
C -1.828 0.296 -0.828
C 1.642 -1.041 -0.787
N 0.122 0.649 0.721
C 0.499 -0.055 -0.802
C -1.559 0.048 0.584
N 0.736 0.143 1.889
O 0.869 1.119 -1.527
N -0.721 -0.628 -1.136
N -2.091 -0.537 1.547
H 0.394 1.100 -2.368
H 0.333 1.623 0.505
H 1.651 0.564 2.025
H 0.166 0.419 2.686
H -1.466 -1.031 2.179
H -1.730 1.332 -1.166
H -2.779 -0.142 -1.125
H 2.593 -0.533 -0.615
H 1.486 -1.800 -0.022
H 1.683 -1.528 -1.762
*
```

Per-atom Mulliken charges, elementary charge units: C -0.286; C -1.487; N 0.026; C 1.043; C 0.568; N -0.791; O -0.576; N -0.828; N -0.723; H 0.383; H 0.346; H 0.229; H 0.252; H 0.283; H 0.236; H 0.310; H 0.332; H 0.328; H 0.356


DFT (ωB97M-V with the def2-TZVPD basis set) results for a 2-piece molecular cluster, C4H10O overall.

The geometry in ORCA input format:
```
! RIJCOSX wB97M-V def2-TZVPD def2/J DEFGRID3
* xyz 0 1
C 1.547 -1.012 -0.759
O 0.901 -0.611 0.324
C -0.275 -0.081 0.382
C -1.094 -0.064 -0.851
C -0.769 0.279 1.744
H 1.635 1.416 -0.894
H 0.989 -1.193 -1.668
H 2.480 -1.506 -0.535
H 1.179 1.861 -0.491
H -1.273 -1.091 -1.216
H -0.568 0.459 -1.666
H -2.059 0.419 -0.680
H -1.230 1.274 1.749
H 0.063 0.280 2.453
H -1.526 -0.431 2.109
*
```

Per-atom Mulliken charges, elementary charge units: C -0.566; O -0.249; C 0.839; C -1.261; C -1.197; H -0.032; H 0.266; H 0.210; H 0.040; H 0.352; H 0.348; H 0.326; H 0.316; H 0.328; H 0.279


How do the records compare in E? In the order shown, they have -1756.2526; -452.5258; -233.4929 Eh.
How do the records compare in relative energy (zero: lowest compared OMol25 entry of this formula, charge and spin)? In the order shown, they have 275.9; 451.6; 399.3 kJ/mol.